--- 1 ---
Computed, not measured: the molecule C4H5NS, with ωB97M-V/def2-TZVPD.

Structure (XYZ):
```
11
Properties=species:S:1:pos:R:3:nbo_charge:R:1
C 1.20 2.05 -0.41 0.10
C -0.30 -0.33 1.43 -0.27
C 0.01 0.00 0.11 -0.02
C -0.47 -0.89 -1.07 -0.66
N 0.74 1.02 -0.10 -0.21
S -1.29 -1.59 1.90 -0.10
H 2.11 2.65 -0.16 0.24
H 0.11 0.46 2.11 0.20
H -0.39 -2.00 -0.89 0.25
H -0.10 -0.47 -2.07 0.23
H -1.61 -0.90 -0.85 0.25
```

Properties
lowest unoccupied orbital energy (alpha / beta) = -0.82 / -0.82 eV
HOMO energy (alpha / beta) = -7.87 / -7.87 eV
frontier orbital gap (alpha / beta) = 7.0 / 7.0 eV

--- 2 ---
Computed, not measured: the molecule C4H5NS, with ωB97M-V/def2-TZVPD.

Structure (XYZ):
```
11
Properties=species:S:1:pos:R:3:nbo_charge:R:1
C -0.92 -0.15 0.02 -0.09
C -2.04 0.50 0.08 0.06
C -0.88 1.38 0.09 -0.41
C 0.09 -1.08 -0.35 -0.30
N 1.30 -0.80 0.43 -0.68
S 2.09 0.62 -0.06 0.14
H -0.76 2.02 1.06 0.21
H -0.45 1.82 -0.89 0.20
H -0.14 -2.13 -0.23 0.23
H 0.27 -0.87 -1.41 0.23
H 1.43 -1.32 1.27 0.40
```

Properties
lowest unoccupied orbital energy (alpha / beta) = -1.13 / -1.12 eV
HOMO energy (alpha / beta) = -8.63 / -8.81 eV
frontier orbital gap (alpha / beta) = 7.5 / 7.7 eV

Q: Which of them is the least stable? A: 2.

--- 1 ---
Computed, not measured: the molecule C4H5NS, with ωB97M-V/def2-TZVPD.

Structure (XYZ):
```
11
Properties=species:S:1:pos:R:3:nbo_charge:R:1
C 0.05 0.39 -1.43 0.16
C 1.04 -0.67 0.31 -0.27
C -1.21 0.40 -0.09 -0.39
C -0.38 -0.33 0.90 -0.30
N 1.07 -0.17 -1.04 -0.41
S -0.48 1.57 1.14 0.03
H -0.18 0.86 -2.39 0.20
H 1.86 0.00 0.87 0.23
H 1.38 -1.73 0.26 0.23
H -2.32 0.44 -0.36 0.26
H -0.83 -0.76 1.84 0.26
```

Properties
lowest unoccupied orbital energy = 0.93 eV
structure (SMILES) = C1=NC[C@H]2S[C@@H]12
HOMO energy = -8.38 eV
frontier orbital gap = 9.3 eV

--- 2 ---
Computed, not measured: the molecule C4H5NS, with ωB97M-V/def2-TZVPD.

Structure (XYZ):
```
11
Properties=species:S:1:pos:R:3:nbo_charge:R:1
C 0.65 0.55 -0.37 -0.29
C 0.24 -0.74 -0.70 -0.32
C -1.10 -0.88 -0.15 -0.04
C -0.21 1.03 0.61 -0.11
H 2.62 0.11 -1.15 0.12
H 0.87 -1.54 -1.17 0.23
H -1.68 -2.04 0.08 0.22
H -1.96 0.31 1.32 0.41
H -0.32 1.85 1.29 0.21
N -1.35 0.23 0.53 -0.51
S 2.23 1.12 -0.29 0.07
```

Properties
lowest unoccupied orbital energy = 0.90 eV
structure (SMILES) = Sc1cc[nH]c1
HOMO energy = -7.74 eV
frontier orbital gap = 8.6 eV

--- 3 ---
Computed, not measured: the molecule C4H5NS, with ωB97M-V/def2-TZVPD.

Structure (XYZ):
```
11
Properties=species:S:1:pos:R:3:nbo_charge:R:1
C -1.18 1.61 -2.35 -0.23
C -0.90 -0.27 -0.49 -0.32
C 0.95 -0.36 2.13 -0.82
C -0.94 0.83 -1.47 0.00
N -1.36 0.16 0.76 -0.75
S -0.65 0.12 2.16 1.01
H -0.98 2.49 -2.96 0.24
H -1.46 -1.11 -0.70 0.23
H 0.12 -0.75 -0.46 0.19
H 1.50 -0.19 3.03 0.23
H 1.45 -1.02 1.41 0.23
```

Properties
lowest unoccupied orbital energy = -0.25 eV
HOMO energy = -8.56 eV
frontier orbital gap = 8.3 eV

Q: Which of them is the least stable? A: 3.

--- 1 ---
Computed, not measured: a cluster of 3 separate species, C4H17N2O2 in total, with ωB97M-V/def2-TZVPD.

Structure (XYZ):
```
25
Properties=species:S:1:pos:R:3:nbo_charge:R:1
C 0.41 0.17 -0.15 -0.22
C 1.44 -0.75 -0.88 -0.45
C 1.05 -2.09 -1.46 -0.45
C 1.91 -3.39 -0.91 -0.21
N 1.28 -4.11 0.17 -0.80
N -0.08 1.53 -0.74 -0.69
H -0.62 -0.42 -0.07 0.22
H 0.62 0.46 0.90 0.23
H 2.13 -1.03 -0.04 0.24
H 2.08 -0.11 -1.56 0.22
H 0.02 -2.55 -1.20 0.22
H 1.24 -1.78 -2.47 0.22
H 2.97 -3.08 -0.60 0.19
H 2.02 -3.88 -1.86 0.21
H 1.07 -3.46 0.90 0.35
H 0.30 -4.49 -0.29 0.35
H -0.22 1.41 -1.77 0.43
H 0.73 2.21 -0.59 0.44
H -0.91 1.93 -0.44 0.47
H -2.20 3.92 1.39 0.55
H -2.59 2.30 1.39 0.48
O -1.99 2.95 1.01 -1.03
H -3.67 5.53 2.96 0.49
H -3.85 4.08 3.37 0.48
O -3.17 4.64 2.95 -0.96
```

Properties
total charge = +1
lowest unoccupied orbital energy = -3.16 eV
HOMO energy = -12.25 eV
frontier orbital gap = 9.1 eV

--- 2 ---
Computed, not measured: a cluster of 3 separate species, C4H17N2O2 in total, with ωB97M-V/def2-TZVPD.

Structure (XYZ):
```
25
Properties=species:S:1:pos:R:3:nbo_charge:R:1
C 0.06 1.50 0.23 -0.24
C -1.40 1.19 0.65 -0.45
C -1.46 -0.07 1.49 -0.21
C -0.67 -2.47 1.47 -0.41
N -0.96 -1.24 0.67 -0.56
N 0.69 0.40 -0.49 -0.87
H 0.60 1.90 1.10 0.21
H 0.00 2.44 -0.33 0.20
H -1.97 2.04 1.05 0.26
H -1.99 1.08 -0.28 0.21
H -2.44 -0.48 1.78 0.22
H -0.80 0.01 2.36 0.22
H -0.33 -3.31 0.86 0.24
H -1.63 -2.67 1.96 0.21
H 0.10 -2.16 2.18 0.22
H -1.59 -1.53 -0.07 0.41
H -0.04 -0.78 0.15 0.46
H 0.46 0.46 -1.49 0.42
H 1.70 0.56 -0.43 0.43
H 0.21 -0.08 -3.87 0.49
H -0.48 1.30 -3.77 0.50
O -0.04 0.61 -3.26 -0.97
H 4.05 0.44 -1.42 0.49
H 4.34 0.48 0.03 0.49
O 3.59 0.38 -0.57 -0.96
```

Properties
total charge = +1
lowest unoccupied orbital energy = -2.45 eV
HOMO energy = -13.35 eV
frontier orbital gap = 10.9 eV

--- 3 ---
Computed, not measured: a cluster of 3 separate species, C4H17N2O2 in total, with ωB97M-V/def2-TZVPD.

Structure (XYZ):
```
25
Properties=species:S:1:pos:R:3:nbo_charge:R:1
C -0.33 -1.42 1.37 -0.26
N 1.09 -1.46 1.97 -0.87
C -0.08 -1.29 -0.10 -0.04
N 0.28 0.19 -0.42 -0.73
C -1.79 -0.77 -2.30 -0.62
C -1.53 -1.27 -0.78 -0.43
H -0.58 -0.45 1.87 0.22
H -1.18 -2.21 1.64 0.23
H 1.27 -1.38 2.98 0.39
H 1.55 -2.33 1.78 0.36
H 0.68 -1.99 -0.50 0.25
H 1.12 0.60 0.18 0.48
H 0.57 0.08 -1.51 0.46
H -0.46 0.87 -0.40 0.46
H -1.01 -0.15 -2.72 0.19
H -2.69 -0.28 -2.43 0.23
H -1.71 -1.56 -3.00 0.23
H -2.27 -0.74 -0.28 0.22
H -1.80 -2.39 -0.67 0.23
H 2.30 1.92 3.02 0.48
H 3.06 1.70 1.74 0.47
O 2.24 2.16 2.04 -0.95
H 0.13 3.53 -2.02 0.49
H -1.32 3.21 -1.77 0.49
O -0.34 2.71 -1.77 -0.98
```

Properties
total charge = +1
lowest unoccupied orbital energy = -2.86 eV
HOMO energy = -13.49 eV
frontier orbital gap = 10.6 eV

Q: Which of them is the least stable? A: 1.

--- 1 ---
Computed, not measured: the molecule C3H3NO, with ωB97M-V/def2-TZVPD.

Structure (XYZ):
```
8
Properties=species:S:1:pos:R:3:nbo_charge:R:1
C -1.29 -0.28 0.02 0.10
C 1.17 0.07 0.29 0.39
C 0.04 0.44 -0.43 -0.25
N -1.30 0.94 0.18 -0.25
O 2.30 -0.11 -0.10 -0.51
H -1.84 -1.19 0.20 0.24
H 0.80 -0.37 1.30 0.07
H 0.12 0.51 -1.45 0.20
```

Properties
lowest unoccupied orbital energy = 0.27 eV
structure (SMILES) = O=C[C@H]1C=N1
HOMO energy = -10.05 eV
frontier orbital gap = 10.3 eV

--- 2 ---
Computed, not measured: the molecule C3H3NO, with ωB97M-V/def2-TZVPD.

Structure (XYZ):
```
8
Properties=species:S:1:pos:R:3:nbo_charge:R:1
C 0.86 0.03 0.09 0.20
C -1.53 -0.25 -0.08 0.70
C -0.55 -1.07 -0.01 -0.62
N 1.25 1.24 -0.02 -0.64
O -2.36 0.57 0.02 -0.46
H 1.71 -0.58 0.33 0.17
H 0.73 2.09 -0.15 0.37
H -0.11 -2.04 -0.18 0.29
```

Properties
lowest unoccupied orbital energy = 0.61 eV
structure (SMILES) = [H]/N=C\C=C=O
HOMO energy = -9.56 eV
frontier orbital gap = 10.2 eV

--- 3 ---
Computed, not measured: a cluster of 2 separate species, C3H3NO in total, with ωB97M-V/def2-TZVPD.

Structure (XYZ):
```
8
Properties=species:S:1:pos:R:3:nbo_charge:R:1
C -0.15 -1.76 0.61 -0.01
C -0.76 0.11 -0.28 0.79
C 0.46 0.91 -0.33 -0.74
N 0.19 -2.77 1.06 -0.45
O -1.88 0.23 -0.56 -0.41
H 0.64 1.13 0.85 0.29
H 0.20 1.81 -0.80 0.26
H 1.30 0.33 -0.55 0.28
```

Properties
lowest unoccupied orbital energy = 0.00 eV
HOMO energy = -10.96 eV
frontier orbital gap = 11.0 eV

Q: Which of them is the least stable? A: 1.

--- 1 ---
Computed, not measured: a structure of composition C3H7N2O2, with ωB97M-V/def2-TZVPD.

Structure (XYZ):
```
14
Properties=species:S:1:pos:R:3:nbo_charge:R:1
O -2.10 -0.69 -0.36 -0.62
C -1.54 0.15 0.54 0.45
N -1.97 1.25 1.06 -0.74
C -0.08 -0.22 0.78 -0.31
N 0.58 -0.84 -0.35 -0.69
C 1.95 -0.24 -0.66 0.16
O 2.77 -0.13 0.37 -0.92
H -2.60 1.79 0.47 0.33
H -1.58 0.21 -0.76 0.51
H 0.54 0.63 1.08 0.23
H -0.05 -0.90 1.68 0.19
H 0.05 -0.89 -1.21 0.33
H 2.26 -0.90 -1.50 0.06
H 1.76 0.78 -1.15 0.01
```

Properties
total charge = -1
lowest unoccupied orbital energy = 3.45 eV
HOMO energy = -2.48 eV
frontier orbital gap = 5.9 eV

--- 2 ---
Computed, not measured: a cluster of 2 separate species, C3H7N2O2 in total, with ωB97M-V/def2-TZVPD.

Structure (XYZ):
```
14
Properties=species:S:1:pos:R:3:nbo_charge:R:1
O 0.17 -0.37 0.40 -0.85
C 0.07 -0.15 -0.85 0.60
N -0.83 -0.49 -1.68 -0.92
C -1.78 -1.48 1.87 0.32
O -2.79 -2.12 1.61 -0.57
C 1.42 0.85 -1.04 -0.33
N 1.41 1.76 0.06 -0.85
H -0.70 -0.58 -2.67 0.33
H -1.44 -0.65 1.42 0.17
H -1.06 -1.70 2.74 0.04
H 1.02 1.32 -1.93 0.16
H 2.31 0.36 -1.03 0.17
H 0.43 2.04 0.21 0.35
H 1.74 1.19 0.89 0.36
```

Properties
total charge = -1
lowest unoccupied orbital energy = 4.16 eV
HOMO energy = -3.11 eV
frontier orbital gap = 7.3 eV

--- 3 ---
Computed, not measured: the ion C3H7N2O2 with charge -1, with ωB97M-V/def2-TZVPD.

Structure (XYZ):
```
14
Properties=species:S:1:pos:R:3:nbo_charge:R:1
O 0.65 -1.70 0.86 -0.72
C 0.07 -0.75 0.32 0.62
N 0.62 0.11 -0.50 -0.68
C 2.26 0.50 -0.53 0.19
O 2.39 1.69 -1.02 -0.89
C -1.48 -0.75 0.43 -0.31
N -2.19 0.51 0.27 -0.85
H 0.12 0.90 -0.87 0.37
H 2.63 -0.37 -1.08 0.09
H 2.47 0.46 0.56 0.09
H -1.76 -1.23 1.37 0.20
H -1.82 -1.47 -0.31 0.19
H -2.04 1.09 1.08 0.35
H -1.92 0.99 -0.57 0.35
```

Properties
total charge = -1
lowest unoccupied orbital energy = 4.06 eV
structure (SMILES) = NCC(=O)NC[O-]
HOMO energy = -3.28 eV
frontier orbital gap = 7.3 eV

--- 4 ---
Computed, not measured: a cluster of 2 separate species, C3H7N2O2 in total, with ωB97M-V/def2-TZVPD.

Structure (XYZ):
```
14
Properties=species:S:1:pos:R:3:nbo_charge:R:1
N 0.37 -2.71 1.39 -0.94
C -0.24 -1.40 1.07 0.86
O -1.33 -1.35 0.50 -0.77
O 0.54 -0.45 1.31 -0.83
H 1.39 -2.54 1.43 0.36
H 0.06 -3.02 2.30 0.34
C -0.26 0.90 -1.85 -0.46
C 0.16 2.15 0.06 -0.04
N 0.35 2.03 -1.18 -0.45
H -0.81 1.30 -2.71 0.17
H -0.88 0.29 -1.15 0.23
H 0.54 0.25 -2.30 0.19
H 0.62 3.04 0.53 0.14
H -0.51 1.51 0.60 0.19
```

Properties
total charge = -1
lowest unoccupied orbital energy = 4.33 eV
HOMO energy = -3.86 eV
frontier orbital gap = 8.2 eV

Q: Which of them is the least stable? A: 1.

--- 1 ---
Computed, not measured: a cluster of 2 separate species, C2H2N2O3 in total, with ωB97M-V/def2-TZVPD.

Structure (XYZ):
```
9
Properties=species:S:1:pos:R:3:nbo_charge:R:1
C 2.48 0.18 -0.01 0.63
C 1.07 -0.13 0.01 -0.34
N -2.63 -0.68 0.13 -0.42
N -3.44 0.15 0.03 0.11
O -4.66 0.37 -0.11 -0.69
O 2.83 1.40 0.04 -0.80
O 3.31 -0.79 -0.06 -0.81
H 0.33 0.66 0.01 0.17
H 0.71 -1.15 -0.03 0.16
```

Properties
total charge = -2
lowest unoccupied orbital energy (alpha / beta) = 6.89 / 6.90 eV
HOMO energy (alpha / beta) = -1.18 / 1.66 eV
frontier orbital gap (alpha / beta) = 8.1 / 5.2 eV

--- 2 ---
Computed, not measured: a cluster of 2 separate species, C2H2N2O3 in total, with ωB97M-V/def2-TZVPD.

Structure (XYZ):
```
9
Properties=species:S:1:pos:R:3:nbo_charge:R:1
C 1.69 -0.41 -0.55 0.64
C 0.47 -0.34 0.20 -0.54
N -2.01 -0.45 0.14 -0.27
N -2.53 0.60 0.20 0.14
O -2.49 1.84 0.27 -0.62
O 2.47 -1.39 -0.16 -0.86
O 1.91 0.51 -1.38 -0.82
H 0.16 -1.11 1.01 0.16
H 0.32 0.76 0.28 0.18
```

Properties
total charge = -2
lowest unoccupied orbital energy (alpha / beta) = 7.43 / 7.35 eV
HOMO energy (alpha / beta) = 2.54 / 1.12 eV
frontier orbital gap (alpha / beta) = 4.9 / 6.2 eV

Q: Which of them is the least stable? A: 2.